26
Properties=species:S:1:pos:R:3 method="wB97M-V/def2-TZVPD" homo_lumo_gap_ev=7.4 charge=+1
Si -1.00 1.59 -1.34
O 0.45 1.66 -1.98
C -0.38 -1.95 1.25
C 1.42 0.67 -2.11
C 0.99 -1.51 1.58
C -1.53 3.30 -0.79
C 1.36 -0.41 2.31
C -1.69 -0.14 -1.15
C 1.93 -2.64 1.57
H 1.77 -3.25 0.70
H 1.14 -0.35 -2.19
H -1.14 -0.52 -0.33
H -0.58 -2.93 1.93
H 0.73 0.50 2.41
H -0.36 -2.35 0.20
H 1.63 -3.36 2.35
H 2.38 -0.22 2.57
H -2.72 -0.17 -0.93
H -1.56 -0.86 -1.93
H -2.45 3.18 -0.15
H 1.99 0.96 -3.10
H 2.93 -2.32 1.59
H 2.05 0.77 -1.25
H -1.70 3.76 -1.75
H -1.16 -1.13 1.23
H -0.71 3.85 -0.22

30
Properties=species:S:1:pos:R:3 method="wB97M-V/def2-TZVPD" multiplicity=2 homo_lumo_gap_ev="5.6 / 5.6" charge=+1
Ag 2.93 -3.31 2.22
Al 0.13 -0.18 -0.74
F -0.42 -2.24 1.25
O -1.06 2.33 0.36
C -1.05 -1.14 0.60
C -2.32 -1.63 -0.08
C -3.39 -2.02 0.94
C 1.97 -0.96 -0.97
C 0.92 4.32 -0.23
C 1.36 2.85 -0.31
C 2.22 -2.20 -0.12
B 0.10 1.92 -0.15
H 3.11 -2.73 -0.46
H 1.74 4.98 -0.48
H -2.67 -0.80 -0.68
H 2.74 -0.22 -0.80
H 1.40 -2.90 -0.20
H 2.08 -1.27 -2.01
H 2.08 2.65 0.48
H -0.61 -0.12 -2.17
H -4.01 -2.81 0.55
H 2.39 -1.87 0.93
H -2.05 -2.46 -0.72
H -1.38 -0.45 1.38
H -1.80 2.11 -0.23
H -2.91 -2.35 1.86
H 0.57 4.54 0.76
H -4.03 -1.18 1.16
H 1.87 2.66 -1.24
H 0.10 4.48 -0.92

35
Properties=species:S:1:pos:R:3 method="wB97M-V/def2-TZVPD" smiles="[H]/N=C(/C)CN(B(O)OCC)S(=O)(=O)F.CCO" homo_lumo_gap_ev=10.1
S -0.14 1.65 2.59
F 0.83 1.48 3.82
O 0.88 -1.40 -1.38
O 0.75 -1.84 1.87
O -1.40 -1.07 1.26
O -1.41 1.24 3.05
O 0.12 2.96 2.11
N 0.47 0.56 1.55
N 3.56 2.00 0.13
C 0.11 -1.16 -2.56
C 1.93 0.67 1.36
C 1.39 1.90 -0.87
C -0.74 -2.35 -2.94
C -2.09 -0.40 0.19
C -3.38 0.24 0.66
C 2.37 1.58 0.22
B -0.11 -0.83 1.56
H 4.13 1.70 0.92
H 1.67 1.33 -1.76
H -0.51 -0.29 -2.33
H 0.37 1.63 -0.60
H 1.41 2.96 -1.11
H -3.27 0.59 1.68
H 2.29 -0.33 1.14
H -1.42 0.34 -0.26
H 1.47 -2.15 -1.56
H -0.12 -3.22 -3.17
H -4.20 -0.48 0.64
H 0.77 -0.88 -3.38
H -2.29 -1.17 -0.55
H -1.42 -2.61 -2.13
H 2.43 1.01 2.27
H -1.34 -2.12 -3.83
H 0.55 -2.64 1.38
H -3.65 1.08 0.03

32
Properties=species:S:1:pos:R:3 method="wB97M-V/def2-TZVPD" multiplicity=5 homo_lumo_gap_ev="6.4 / 5.8" charge=+3
Os 0.00 0.36 -0.46
I 0.07 -2.28 -1.18
I -0.11 1.99 -2.54
Br -0.01 0.05 2.63
P -2.22 -0.10 -0.08
P 2.23 -0.02 -0.07
O -0.05 2.97 1.08
C 3.11 1.43 0.60
C -3.06 -0.55 -1.65
C -0.03 1.95 0.51
C 2.62 -1.41 1.04
C -3.17 1.31 0.55
C 3.11 -0.41 -1.63
C -2.57 -1.49 1.04
H -1.92 -2.35 0.81
H -4.12 -0.74 -1.44
H -2.37 -1.16 2.06
H -2.84 1.49 1.58
H 2.77 1.57 1.63
H 2.00 -2.28 0.81
H -3.62 -1.80 0.94
H 3.68 -1.68 0.95
H 2.68 -1.32 -2.08
H 2.84 2.31 -0.01
H -2.61 -1.46 -2.09
H -4.24 1.09 0.51
H 2.98 0.43 -2.32
H 4.17 -0.57 -1.41
H 4.19 1.27 0.55
H -2.96 0.28 -2.36
H -2.94 2.18 -0.07
H 2.39 -1.08 2.07

32
Properties=species:S:1:pos:R:3 method="wB97M-V/def2-TZVPD" multiplicity=6 homo_lumo_gap_ev="6.7 / 5.5" charge=+3
Ir -0.10 -0.10 -0.67
I -0.82 -1.33 -2.88
I -0.87 -2.15 0.96
Cl 0.78 1.61 0.85
P -2.09 0.82 0.20
P 2.02 -0.99 -0.13
O 0.69 2.04 -2.64
C 0.37 1.20 -1.91
C -2.32 0.81 2.01
C 2.41 -1.27 1.63
C 3.41 0.09 -0.60
C -2.28 2.60 -0.15
C 2.32 -2.56 -1.00
C -3.56 0.03 -0.53
H 4.35 -0.38 -0.29
H 2.20 -0.36 2.20
H 2.02 -2.46 -2.05
H -3.20 1.41 2.25
H -4.44 0.65 -0.30
H -3.42 -0.06 -1.61
H 3.30 1.06 -0.11
H -2.33 2.75 -1.23
H -3.71 -0.97 -0.11
H 1.79 -2.07 2.05
H 3.47 -1.53 1.72
H 3.40 0.22 -1.69
H 1.74 -3.37 -0.55
H 3.39 -2.80 -0.93
H -3.21 2.95 0.32
H -1.43 3.14 0.27
H -1.44 1.25 2.49
H -2.44 -0.21 2.39

32
Properties=species:S:1:pos:R:3 method="wB97M-V/def2-TZVPD" homo_lumo_gap_ev=7.3 charge=+2
La 2.10 0.21 0.15
I -2.43 -0.92 0.20
I -2.00 1.59 -0.30
Cl 4.35 0.10 -0.95
P 0.67 0.01 -2.50
P 0.35 -0.07 2.72
O -5.98 0.19 -0.61
C 1.46 -1.40 -3.41
C -1.28 0.68 3.14
C -4.87 0.35 -0.76
C -1.02 -0.04 -3.23
C 1.38 0.74 4.04
C 1.41 1.39 -3.51
C 0.13 -1.73 3.48
H 0.85 -2.28 -3.21
H -1.55 -0.95 -2.85
H 2.46 1.56 -3.21
H -1.56 0.50 4.19
H -0.29 -1.67 4.50
H -0.56 -2.32 2.85
H -1.19 1.75 2.91
H 0.95 0.57 5.06
H 1.47 -1.20 -4.49
H 0.81 2.31 -3.35
H 1.41 1.14 -4.58
H 1.11 -2.23 3.51
H 1.47 1.85 3.94
H -2.04 0.24 2.48
H 2.44 0.40 4.10
H -0.91 -0.09 -4.33
H 2.50 -1.53 -3.05
H -1.63 0.84 -2.92

26
Properties=species:S:1:pos:R:3 method="wB97M-V/def2-TZVPD" multiplicity=2 homo_lumo_gap_ev="6.2 / 11.3"
N -0.18 -1.37 1.11
C -0.75 0.14 -1.86
C 0.46 2.25 -2.39
C 0.64 0.77 -2.04
C 1.47 0.63 -0.77
C -0.60 -2.60 0.96
C -0.94 0.50 2.62
C -0.01 -0.70 2.41
H -0.12 2.83 -1.66
H -0.78 -3.09 0.02
H -0.84 -3.11 1.89
H -0.69 0.93 3.62
H -0.13 2.31 -3.39
H 1.40 2.75 -2.56
H -0.67 -0.91 -1.51
H -0.80 1.30 1.86
H 1.03 -0.40 2.50
H -1.40 0.71 -1.19
H 1.20 0.31 -2.92
H 2.36 1.34 -0.81
H 1.82 -0.40 -0.54
H -0.30 -1.42 3.18
H 0.89 1.04 0.08
H -2.00 0.21 2.56
H 0.04 -0.79 0.30
H -1.34 0.07 -2.81

27
Properties=species:S:1:pos:R:3 method="wB97M-V/def2-TZVPD" smiles="[H]/N=C(/C)CN.CC(C)C" homo_lumo_gap_ev=9.4
N 2.74 -1.75 0.66
N 1.26 -0.55 -1.71
C 1.85 -0.66 0.89
C 2.08 1.45 -0.74
C -2.06 1.09 -0.97
C -1.51 0.11 0.05
C 1.39 0.12 -0.63
C -2.25 -1.21 -0.01
C -1.47 0.69 1.45
H -1.47 2.01 -1.00
H -0.87 1.60 1.46
H -2.31 -1.60 -1.02
H 1.87 1.93 -1.70
H 3.50 -1.48 0.04
H 2.27 -2.55 0.26
H 1.79 2.12 0.07
H -1.82 -1.95 0.66
H 0.73 -1.41 -1.57
H 2.36 0.11 1.46
H -2.09 0.65 -1.97
H 3.16 1.33 -0.66
H -0.26 -0.23 -0.09
H -3.29 -1.07 0.32
H 0.99 -0.99 1.47
H -2.48 0.92 1.82
H -3.08 1.37 -0.71
H -1.03 -0.03 2.15

Summary of E in a.u.
-641.33534, -866.50609, -1286.24125, -4294.38279, -2194.16387, -2122.10569, -332.17055, -386.93021
(order as listed above)